A 2-piece molecular cluster, C6H10O overall. Source: OMol25; level of theory: ωB97M-V/def2-TZVPD.

Geometry as XYZ:
```
17
Properties=species:S:1:pos:R:3:forces:R:3
O 2.0807 -0.1634 0.9399 -0.17 -0.02 0.21
C -0.1411 1.2855 0.5549 -0.22 0.11 0.01
C 1.0923 -0.3526 0.0314 0.03 -0.32 -0.27
C 0.2689 -1.4302 -0.3236 0.28 -0.17 0.12
C 2.3261 0.2558 -0.4307 0.04 0.15 -0.27
C -0.9529 0.4935 -0.2551 -0.03 0.37 0.09
C -2.2017 -0.1744 0.2285 0.09 -0.09 0.04
H 0.5597 -1.9514 -1.2334 -0.04 0.11 0.07
H -0.0657 -2.0548 0.5021 -0.09 0.09 -0.13
H -2.5395 -0.9595 -0.4505 0.08 0.10 0.11
H -2.9728 0.6104 0.2887 0.14 -0.08 -0.02
H -0.2589 1.2350 1.6338 -0.01 0.03 -0.14
H 3.0351 -0.3735 -0.9693 -0.14 0.11 0.10
H -2.0794 -0.5884 1.2324 0.01 0.07 -0.12
H 2.4270 1.3278 -0.5688 -0.11 -0.14 0.03
H 0.3368 2.1701 0.1478 0.06 -0.22 0.02
H -0.9143 0.6702 -1.3281 0.08 -0.10 0.16
```
Positions in Å, forces in eV/Å.

## Properties
Kohn-Sham gap = 7.4473 eV
HOMO = -6.77 eV
energy above the lowest of the compared OMol25 structures with the same formula, charge and spin = 133.0 kcal per mole
net charge = 0


C6H10O as an isolated structure. Source: OMol25; level of theory: ωB97M-V/def2-TZVPD.

Geometry as XYZ:
```
17
Properties=species:S:1:pos:R:3:forces:R:3
O -1.9639 -0.3324 -0.9130 -0.28 0.03 -0.11
C -0.2257 1.2817 -0.2139 0.09 -0.07 -0.18
C 1.6451 -0.5563 -0.3523 0.10 0.04 0.04
C -1.5498 0.6590 0.1000 -0.17 0.33 0.22
C 0.4389 0.1667 0.1471 -0.01 -0.05 -0.14
C -1.4909 -1.4283 -0.1156 -0.03 -0.33 0.03
C -0.7663 -0.4649 0.8106 -0.02 -0.20 0.20
H 1.2710 -1.1908 -1.1695 0.17 0.01 0.16
H 2.2983 2.3109 0.0591 0.19 0.10 0.12
H -2.4227 1.2126 0.4560 0.18 -0.11 0.10
H 2.4032 0.0962 -0.7875 -0.11 0.01 0.11
H 2.1558 1.9270 0.6779 0.14 0.21 -0.04
H -0.7646 -0.5661 1.8963 0.03 -0.17 -0.18
H -2.3225 -1.9565 0.3631 0.00 0.06 -0.04
H 2.1113 -1.2140 0.3876 -0.09 0.14 -0.01
H -0.8766 -2.1605 -0.6592 -0.16 0.25 -0.05
H 0.0593 2.2156 -0.6868 -0.04 -0.25 -0.22
```
Positions in Å, forces in eV/Å.

## Properties
Kohn-Sham gap = 10.3736 eV
HOMO = -9.24 eV
energy above the lowest of the compared OMol25 structures with the same formula, charge and spin = 84.0 kcal per mole
net charge = 0


C6H10O as an isolated structure. Source: OMol25; level of theory: ωB97M-V/def2-TZVPD.

Geometry as XYZ:
```
17
Properties=species:S:1:pos:R:3:forces:R:3
O -0.6541 -1.6411 -0.1653 -0.12 0.02 0.01
C 0.4789 1.5822 -0.1899 0.18 0.11 0.17
C 0.5521 0.1680 -0.5963 0.29 0.01 0.02
C -0.9771 -0.6745 -1.1320 -0.44 -0.14 -0.44
C -0.9047 1.2939 -0.6956 0.20 -0.10 -0.13
C 0.4741 -0.9849 0.4093 0.18 0.11 0.14
C 0.1653 -0.6156 1.8451 0.00 0.05 0.02
H 1.1657 -0.0234 -1.4695 0.01 0.09 0.12
H 1.1347 2.2099 -0.7924 -0.14 0.07 0.08
H -2.0427 -0.4991 -1.1604 -0.07 -0.08 0.03
H 1.3724 -1.6174 0.3606 -0.15 0.08 -0.05
H 1.0214 -0.1326 2.3269 -0.10 -0.04 -0.07
H -0.6331 -0.9740 -2.1308 -0.07 0.16 0.12
H -0.7006 0.0534 1.8725 0.11 -0.05 0.03
H -0.0795 -1.5234 2.4066 0.05 0.12 -0.13
H -0.9264 1.5870 -1.7628 0.07 -0.39 0.12
H 0.5537 1.7915 0.8741 0.01 -0.03 -0.03
```
Positions in Å, forces in eV/Å.

## Properties
Kohn-Sham gap = 8.8432 eV
HOMO = -7.93 eV
energy above the lowest of the compared OMol25 structures with the same formula, charge and spin = 121.0 kcal per mole
net charge = 0


The molecule C6H10O at a distorted geometry. Source: OMol25; level of theory: ωB97M-V/def2-TZVPD.

Geometry as XYZ:
```
17
Properties=species:S:1:pos:R:3:forces:R:3
O 1.0628 -1.5585 1.1303 0.57 -0.97 0.00
C -1.3691 -0.6275 -0.7155 0.25 -0.10 -0.17
C 0.3679 0.8341 0.6056 1.09 0.16 -0.61
C 1.8653 0.1741 -0.2254 -1.50 0.36 0.74
C 2.0031 -1.0905 0.5270 -0.56 -0.57 0.31
C -0.8345 0.7308 -0.3286 0.41 0.11 -0.22
C -2.2414 0.2898 0.0769 0.13 0.21 0.18
H 0.0794 0.3409 1.5602 1.05 0.06 -0.80
H -0.9177 -1.4642 -0.1904 -0.14 0.10 -0.11
H -1.6057 -0.7994 -1.7615 -0.02 -0.02 0.17
H 1.3825 0.1136 -1.1902 -0.04 -0.81 -0.38
H -2.4597 0.0336 1.1113 0.22 0.06 -0.14
H 0.6691 1.8423 0.8225 -0.31 0.65 0.00
H 2.9927 -1.5758 0.6421 0.01 0.13 -0.29
H -3.0858 0.7525 -0.4394 0.38 -0.01 0.17
H 2.9123 0.5361 -0.4990 -1.49 0.76 1.17
H -0.8213 1.4682 -1.1260 -0.05 -0.09 -0.03
```
Positions in Å, forces in eV/Å.

## Properties
Kohn-Sham gap = 10.6328 eV
HOMO = -9.59 eV
energy above the lowest of the compared OMol25 structures with the same formula, charge and spin = 56.8 kcal per mole
net charge = 0


The molecule C6H10O. Source: OMol25; level of theory: ωB97M-V/def2-TZVPD.

Geometry as XYZ:
```
17
Properties=species:S:1:pos:R:3:forces:R:3
O 0.0208 0.0937 -2.2106 0.54 -0.13 0.12
C 1.1768 -1.1654 -0.5282 0.05 0.01 0.05
C 0.5015 1.3011 0.8017 -0.15 -0.04 -0.03
C -1.8916 0.6941 0.5926 -0.10 0.03 0.07
C -0.4275 0.3533 0.6726 0.19 0.20 -0.06
C -0.0280 -1.0934 0.4274 -0.05 -0.06 0.00
C 1.0425 -0.0800 -1.5873 -0.32 -0.14 -0.34
H 0.2429 2.3577 0.7859 -0.01 -0.17 0.31
H -2.1421 1.4719 1.3225 -0.04 -0.10 -0.22
H -2.5155 -0.1855 0.7910 0.10 0.20 -0.01
H -0.8636 -1.6425 -0.0160 0.02 0.20 0.05
H 0.1915 -1.5884 1.3829 0.03 0.02 -0.21
H 1.2132 -2.1255 -1.0637 -0.02 0.14 0.19
H 1.9366 0.5484 -1.7856 -0.10 -0.11 -0.03
H 1.5624 1.0623 0.8173 -0.14 0.06 0.01
H 2.1227 -1.0616 0.0146 -0.11 0.07 -0.17
H -2.1425 1.0597 -0.4170 0.10 -0.17 0.27
```
Positions in Å, forces in eV/Å.

## Properties
Kohn-Sham gap = 10.3364 eV
HOMO = -9.29 eV
energy above the lowest of the compared OMol25 structures with the same formula, charge and spin = 17.3 kcal per mole
net charge = 0


A 2-piece molecular cluster, C6H10O overall at a distorted geometry. Source: OMol25; level of theory: ωB97M-V/def2-TZVPD.

Geometry as XYZ:
```
17
Properties=species:S:1:pos:R:3:forces:R:3
O -2.5614 -0.0531 -0.3619 0.09 0.72 0.08
C 0.2817 1.6674 0.8582 2.24 -0.73 0.06
C 2.8141 1.2174 0.7164 -3.31 0.07 -2.99
C -1.5147 -1.6974 -1.9412 1.30 -4.24 1.61
C -2.5607 -1.4257 0.4682 0.66 0.04 0.97
C 1.3771 1.0140 1.2585 1.27 2.20 -2.45
C -1.8873 -1.2099 -0.6157 -2.15 0.20 -1.36
H -1.1141 -2.7488 -1.7379 -0.11 1.11 -0.11
H 1.3424 0.2274 1.8954 -0.49 -2.15 2.35
H -2.5740 -1.3881 1.5475 -0.01 -0.26 -0.32
H -0.7342 -1.2513 -2.4355 1.85 1.73 -0.80
H 3.5236 1.3199 1.4125 2.46 -0.07 3.29
H 3.1087 0.3526 0.0831 -0.19 0.65 0.13
H -0.6391 1.4365 1.3230 -1.02 0.05 -0.07
H 0.4338 2.3407 0.0315 -0.60 0.54 0.05
H 2.9170 2.1835 0.1899 -0.37 -0.59 -0.41
H -2.2129 -1.9851 -2.6921 -1.62 0.73 -0.04
```
Positions in Å, forces in eV/Å.

## Properties
Kohn-Sham gap = 8.8093 eV
HOMO = -8.18 eV
energy above the lowest of the compared OMol25 structures with the same formula, charge and spin = 130.6 kcal per mole
net charge = 0


The molecule C6H10O at a distorted geometry. Source: OMol25; level of theory: ωB97M-V/def2-TZVPD.

Geometry as XYZ:
```
17
Properties=species:S:1:pos:R:3:forces:R:3
O 1.0927 -0.4789 1.9666 0.16 0.42 -0.13
C -0.7692 -0.3021 0.3393 0.00 0.26 -0.28
C 0.5193 1.6150 -0.1270 -0.05 -0.29 -0.31
C 0.6909 -0.6579 0.6242 -0.05 -0.16 -0.45
C -1.5077 -1.3530 -0.4071 0.35 -0.23 -0.79
C -0.8648 1.0026 0.0279 -0.23 -0.11 0.30
C 1.2228 0.2622 -0.4814 0.27 -0.25 -0.50
H 0.8798 2.1570 0.7787 0.17 -0.66 -0.48
H -0.8189 -1.2858 -1.3559 -1.88 -0.92 1.11
H -1.4793 -2.3766 0.0016 0.13 0.49 -0.06
H 0.7364 -0.3191 -1.3900 1.14 1.93 1.18
H 0.7472 0.3696 2.2704 0.02 -0.10 0.02
H 0.5933 2.3526 -0.9344 -0.29 -0.19 0.06
H 0.9590 -1.6926 0.3853 -0.32 0.06 0.13
H 2.2888 0.3164 -0.6791 0.32 -0.09 0.31
H -2.5507 -1.0846 -0.6080 0.31 -0.02 -0.35
H -1.7397 1.4750 -0.4111 -0.02 -0.14 0.24
```
Positions in Å, forces in eV/Å.

## Properties
Kohn-Sham gap = 9.6446 eV
HOMO = -8.80 eV
energy above the lowest of the compared OMol25 structures with the same formula, charge and spin = 43.6 kcal per mole
net charge = 0


The molecule C6H10O at a distorted geometry. Source: OMol25; level of theory: ωB97M-V/def2-TZVPD.

Geometry as XYZ:
```
17
Properties=species:S:1:pos:R:3:forces:R:3
O 0.3053 -1.8777 2.1389 -0.20 0.07 0.30
C 1.1631 -1.6488 1.0444 1.91 1.36 -0.06
C 0.9408 -0.2126 0.5857 -2.52 -0.30 -0.29
C -1.2643 0.9803 -2.2866 0.76 -0.45 -0.61
C -0.5826 1.0726 -0.9392 0.05 1.44 0.20
C 0.4761 0.0966 -0.6334 -0.32 -0.30 -0.43
C -0.9790 2.0689 -0.1287 0.69 0.06 -0.29
H 0.6497 -2.5490 2.7390 0.15 0.10 -0.32
H -2.2650 0.5517 -2.2203 0.06 -0.06 0.27
H 0.5544 0.4614 1.3507 0.30 -0.30 0.35
H -1.3413 2.9652 -0.6167 -0.96 -0.18 0.29
H -1.3789 1.9279 -2.8177 0.15 0.09 0.24
H 2.2355 -1.6535 1.2982 -0.19 -0.86 0.39
H 0.9571 -2.3393 0.2383 0.09 -0.18 -0.24
H 0.8156 -0.3992 -1.5460 -0.22 -0.68 0.41
H -0.6807 0.3072 -2.9235 -0.17 0.13 -0.18
H -0.7558 2.1398 0.9263 0.41 0.05 -0.02
```
Positions in Å, forces in eV/Å.

## Properties
Kohn-Sham gap = 8.6172 eV
HOMO = -8.10 eV
energy above the lowest of the compared OMol25 structures with the same formula, charge and spin = 51.9 kcal per mole
net charge = 0


A 2-piece molecular cluster, C6H10O overall at a distorted geometry. Source: OMol25; level of theory: ωB97M-V/def2-TZVPD.

Geometry as XYZ:
```
17
Properties=species:S:1:pos:R:3:forces:R:3
O 2.9011 -0.0039 0.2001 0.57 0.65 0.22
C -0.0986 1.3526 0.5613 -0.37 -0.01 0.40
C -2.1493 -0.2628 0.2280 0.42 -0.47 -0.05
C -1.0242 0.5755 -0.3370 0.60 1.65 0.12
C 0.8133 0.5833 -0.3218 -2.27 1.64 -0.74
C 0.5537 -0.7861 -0.4041 2.48 -3.61 0.52
C 2.5728 -1.1476 0.0237 -1.16 0.30 -0.18
H -2.4731 -1.0360 -0.4757 0.05 0.05 0.09
H -3.0156 0.3724 0.4434 0.17 0.06 -0.07
H 3.3876 -1.8674 0.1960 0.05 -0.66 -0.11
H 1.1632 1.0936 -1.2161 -0.07 -0.14 0.15
H -0.0664 2.4342 0.4559 0.08 -0.15 -0.01
H -1.2943 1.0841 -1.2539 0.03 0.09 0.01
H 0.2340 -1.3484 0.4668 -0.38 0.30 -0.15
H -1.8564 -0.7493 1.1598 -0.07 0.00 -0.04
H -0.1315 1.0403 1.6089 0.03 0.07 -0.17
H 0.4835 -1.3343 -1.3352 -0.17 0.21 0.02
```
Positions in Å, forces in eV/Å.

## Properties
Kohn-Sham gap = 8.0614 eV
HOMO = -7.04 eV
energy above the lowest of the compared OMol25 structures with the same formula, charge and spin = 118.7 kcal per mole
net charge = 0


C6H10O as an isolated structure. Source: OMol25; level of theory: ωB97M-V/def2-TZVPD.

Geometry as XYZ:
```
17
Properties=species:S:1:pos:R:3:forces:R:3
O 2.4102 0.2166 1.0135 -0.26 -0.01 0.06
C -2.1716 -0.2233 0.0647 -0.04 -0.02 0.01
C 0.0138 1.0001 0.6428 0.05 0.02 0.03
C 1.3834 0.5251 0.3321 0.21 -0.02 0.07
C 0.2453 -1.1316 -0.3394 -0.17 -0.16 0.02
C -0.7271 0.0596 -0.3260 -0.02 0.02 -0.05
C 2.5120 0.2699 -0.5668 0.16 0.23 -0.25
H -0.1179 2.0766 0.4864 0.06 -0.13 0.01
H -0.2148 0.7582 1.6878 0.03 0.01 -0.12
H 1.6050 -0.7771 -0.7572 -0.18 -0.04 0.07
H 3.1455 1.1325 -0.8011 -0.10 -0.06 0.07
H -2.7725 0.6945 0.0881 0.08 -0.14 -0.01
H 0.1642 -1.7284 0.5780 0.01 0.11 -0.08
H -2.6366 -0.9157 -0.6450 0.07 0.09 0.09
H -2.2170 -0.6843 1.0588 0.02 0.06 -0.13
H 0.0846 -1.7998 -1.1973 0.09 0.09 0.10
H -0.7064 0.5272 -1.3194 0.00 -0.05 0.11
```
Positions in Å, forces in eV/Å.

## Properties
Kohn-Sham gap = 8.8191 eV
HOMO = -7.91 eV
energy above the lowest of the compared OMol25 structures with the same formula, charge and spin = 138.0 kcal per mole
net charge = 0


The molecule C6H10O at a distorted geometry. Source: OMol25; level of theory: ωB97M-V/def2-TZVPD.

Geometry as XYZ:
```
17
Properties=species:S:1:pos:R:3:forces:R:3
O 1.6735 -0.7911 -0.9333 0.33 0.39 0.11
C 0.2911 -1.2024 -1.0128 0.18 -0.09 0.06
C -0.8902 0.1293 0.2418 -0.23 0.04 0.12
C 1.5707 -0.4806 0.4723 -0.17 2.78 0.61
C 0.1235 -1.0261 0.5140 0.10 0.27 0.32
C -0.6293 1.5066 0.8255 -0.08 0.05 0.03
C -0.6850 -0.0391 -1.2898 0.05 0.01 -0.03
H 2.4460 -0.5266 1.0950 0.67 -2.84 0.20
H -0.2121 -1.8343 1.1745 0.39 0.29 -0.03
H 0.1537 -2.1328 -1.5822 0.21 0.25 0.28
H -0.2060 0.8027 -1.8022 -0.05 -0.11 0.13
H -1.5987 -0.3050 -1.8349 0.25 -0.05 0.09
H 1.6743 0.6513 0.8129 -1.37 -1.03 -1.82
H -1.8882 -0.2060 0.5342 0.00 0.07 -0.04
H 0.3286 1.9124 0.4846 -0.28 0.00 0.01
H -1.4137 2.1990 0.5063 0.04 -0.04 0.08
H -0.6084 1.4827 1.9213 -0.06 0.02 -0.12
```
Positions in Å, forces in eV/Å.

## Properties
Kohn-Sham gap = 10.2079 eV
HOMO = -9.13 eV
energy above the lowest of the compared OMol25 structures with the same formula, charge and spin = 58.1 kcal per mole
net charge = 0


The molecule C6H10O. Source: OMol25; level of theory: ωB97M-V/def2-TZVPD.

Geometry as XYZ:
```
17
Properties=species:S:1:pos:R:3:forces:R:3
O 0.0128 2.4264 0.6428 -0.45 0.01 -0.25
C -0.9487 -0.2792 0.5679 0.11 -0.07 -0.02
C -1.1996 0.7444 -0.5439 0.05 0.01 -0.16
C 0.1041 -1.2192 0.0194 -0.09 -0.13 -0.06
C 1.3229 -0.6076 -0.6054 0.56 -0.32 0.26
C -0.8095 2.1495 -0.2010 0.25 0.12 0.16
C 1.4245 -1.4991 0.6364 0.29 0.02 0.02
H 1.7767 -2.5297 0.6429 0.15 0.34 -0.28
H 1.7071 -0.9282 1.5164 -0.17 -0.19 0.02
H -2.1713 0.6750 -1.0447 0.13 0.16 0.19
H 1.6303 -0.8916 -1.6121 0.05 -0.25 0.41
H -0.4104 0.5088 -1.2945 -0.85 0.31 -0.10
H 1.5223 0.4425 -0.3753 -0.14 -0.30 -0.07
H -1.2337 2.9371 -0.8559 0.01 0.04 0.11
H -1.8468 -0.8434 0.8443 0.08 0.23 -0.11
H -0.2974 -2.0487 -0.5610 0.02 0.07 0.10
H -0.5876 0.2269 1.4714 0.00 -0.07 -0.22
```
Positions in Å, forces in eV/Å.

## Properties
Kohn-Sham gap = 10.8582 eV
HOMO = -9.76 eV
energy above the lowest of the compared OMol25 structures with the same formula, charge and spin = 27.3 kcal per mole
net charge = 0


The molecule C6H10O. Source: OMol25; level of theory: ωB97M-V/def2-TZVPD.

Geometry as XYZ:
```
17
Properties=species:S:1:pos:R:3:forces:R:3
O -2.5638 0.2842 -0.7025 0.34 0.34 -0.25
C -1.6950 0.8742 -1.3007 -0.25 -0.12 0.11
C 0.0297 -0.8578 -0.6720 0.00 0.00 0.06
C 0.9575 -0.3560 0.4135 0.05 0.16 -0.08
C -0.3197 0.3196 -1.5815 -0.05 0.00 -0.01
C 0.4865 0.6407 1.4606 0.12 -0.32 0.26
C 0.8591 -0.7974 1.8289 -0.02 0.04 0.21
H -0.8950 -1.2619 -0.2429 0.17 0.10 -0.03
H -0.2725 0.0793 -2.6524 -0.12 0.01 0.10
H -0.5614 0.9336 1.5607 0.22 -0.36 -0.32
H 0.0505 -1.4865 2.0696 0.09 0.27 0.00
H 0.4948 -1.6754 -1.2375 0.01 0.20 0.15
H -1.8784 1.8974 -1.6885 -0.07 -0.08 -0.02
H 0.4004 1.1339 -1.4262 -0.13 -0.05 -0.15
H 1.7814 -0.9999 2.3683 -0.19 0.17 -0.03
H 1.9733 -0.1852 0.0547 -0.16 0.08 0.09
H 1.1524 1.4572 1.7478 -0.01 -0.43 -0.09
```
Positions in Å, forces in eV/Å.

## Properties
Kohn-Sham gap = 10.9459 eV
HOMO = -9.85 eV
energy above the lowest of the compared OMol25 structures with the same formula, charge and spin = 19.5 kcal per mole
net charge = 0


The molecule C6H10O at a distorted geometry. Source: OMol25; level of theory: ωB97M-V/def2-TZVPD.

Geometry as XYZ:
```
17
Properties=species:S:1:pos:R:3:forces:R:3
O 1.2683 -0.5850 1.1959 -0.72 0.47 -0.29
C 0.0478 -0.8159 -0.9973 0.12 -0.37 0.11
C 2.2602 0.0831 0.4553 0.63 0.32 -0.52
C -1.1247 0.1445 -0.6239 0.04 0.02 -0.09
C -1.7822 -0.3431 0.6752 0.01 0.05 -0.01
C 0.9227 0.0592 -0.0859 0.01 -0.71 0.91
C -0.0248 1.2024 -0.3595 0.44 0.18 -0.22
H -2.4907 0.3793 1.0954 0.11 -0.03 -0.14
H 0.5686 1.4411 -1.2765 -1.32 0.67 -0.03
H 0.0112 -1.8187 -0.5817 -0.27 -0.23 -0.24
H -1.0104 -0.5427 1.4261 -0.23 0.06 -0.08
H 3.0511 -0.5012 0.0019 0.12 -0.21 0.17
H 2.5639 1.0255 0.9122 0.24 -0.06 -0.16
H -0.1906 2.1189 0.2171 0.13 -0.41 0.25
H -2.3200 -1.2843 0.5022 0.06 0.21 -0.04
H 0.2392 -0.8397 -2.0769 0.29 0.13 0.34
H -1.8844 0.3666 -1.3854 0.33 -0.10 0.06
```
Positions in Å, forces in eV/Å.

## Properties
Kohn-Sham gap = 11.0404 eV
HOMO = -9.99 eV
energy above the lowest of the compared OMol25 structures with the same formula, charge and spin = 50.0 kcal per mole
net charge = 0